Entry 1:
Density functional theory data (wB97M-V/def2-TZVPD) for a 17-piece molecular cluster, H34O17 overall in a non-equilibrium geometry.

Last column: Löwdin charge in e.
Element x y z (Å)
H (-16.3610, 19.8926, 8.6312)  0.004
O (-16.0314, 20.5628, 11.2533)  0.004
O (-17.7963, 18.4043, 11.2552)  -0.050
O (-14.2603, 16.7374, 10.9758)  -0.059
H (-14.7429, 17.6436, 12.2984)  -0.033
O (-17.6495, 16.8116, 13.2874)  -0.038
H (-18.1379, 20.8330, 8.9280)  -0.046
H (-19.1637, 16.3066, 12.6938)  -0.005
H (-16.0403, 21.4020, 10.8424)  0.066
H (-18.9639, 20.6120, 10.1592)  -0.018
O (-15.4309, 18.1230, 8.7877)  -0.029
H (-16.5181, 20.4595, 7.2358)  0.052
O (-14.9232, 18.2083, 13.0422)  -0.037
H (-16.7130, 19.0272, 13.6203)  -0.012
H (-16.6640, 20.4846, 14.1060)  0.103
H (-20.3404, 19.0556, 13.1851)  -0.018
O (-17.2557, 19.7612, 13.8155)  -0.038
O (-16.8542, 16.0376, 10.3266)  -0.036
O (-19.0441, 20.7771, 9.2046)  -0.067
O (-19.9594, 15.9482, 12.2751)  -0.030
H (-17.7839, 17.5801, 12.7534)  -0.038
H (-19.6583, 18.7443, 11.2284)  -0.025
H (-13.2763, 20.0873, 9.9998)  0.019
H (-18.8946, 19.1347, 13.9421)  -0.018
O (-19.8430, 18.9264, 13.9846)  -0.061
O (-18.6535, 21.3910, 11.9262)  -0.036
O (-19.7151, 15.7505, 9.5775)  -0.014
H (-16.7242, 16.5801, 13.4262)  0.065
O (-20.5142, 19.1234, 11.2743)  -0.014
H (-15.0582, 16.6916, 10.4387)  -0.012
H (-18.0257, 20.9687, 12.5026)  -0.019
H (-16.4490, 15.7475, 9.4880)  0.098
H (-18.8524, 18.6599, 8.9640)  -0.009
H (-16.8931, 15.2425, 10.8436)  0.087
H (-19.7187, 15.8311, 10.4994)  -0.044
O (-13.2531, 19.4353, 10.6498)  -0.014
H (-15.9025, 20.7739, 12.1523)  0.024
H (-19.1313, 15.0311, 9.4704)  0.021
H (-21.0721, 18.4828, 10.8736)  0.053
H (-14.0955, 19.5106, 11.0775)  -0.015
O (-18.4999, 18.0181, 8.3416)  -0.077
H (-14.9390, 17.6945, 8.0428)  0.114
H (-20.7368, 16.0708, 12.7788)  0.044
H (-17.0273, 18.9776, 11.2361)  0.022
H (-19.5107, 21.0687, 12.1981)  0.038
H (-18.8878, 17.1392, 8.6020)  0.019
O (-16.6647, 20.6632, 8.1411)  -0.026
H (-17.4538, 17.5673, 10.8829)  0.023
H (-14.0405, 18.3449, 13.3895)  0.070
H (-16.2369, 17.7141, 8.9974)  -0.029
H (-13.7703, 17.4611, 10.5327)  0.039

total charge = 0
Kohn-Sham gap = 9.29 eV
ΔE to the lowest compared entry with this formula, charge and spin = 30.20 kcal/mol

---

Entry 2:
Density functional theory data (wB97M-V/def2-TZVPD) for a 9-piece molecular cluster, C16H44BCl4F4O12 overall in a non-equilibrium geometry.

Last column: Löwdin charge in e.
Element x y z (Å)
H (-26.0179, -1.3666, 3.5488)  0.080
C (-18.7580, -3.1158, 6.3805)  -0.224
H (-17.7832, 1.0597, -0.9256)  0.086
O (-23.2286, 2.7766, -3.2069)  -0.042
Cl (-27.0163, 6.0206, 6.6948)  0.497
C (-21.2200, -5.9696, 0.2891)  -0.658
H (-20.1270, 4.9203, 8.3411)  0.091
C (-16.2654, 2.2849, -1.1630)  -0.237
H (-21.9657, -5.2301, 0.5809)  0.073
O (-19.8707, 5.5076, 7.6262)  -0.051
O (-14.4315, 2.0195, 0.3607)  -0.079
H (-28.1266, 6.8267, 3.3783)  0.070
H (-27.8230, 1.6224, -0.6114)  0.119
C (-28.4905, 2.0675, 0.1264)  -0.237
H (-25.3250, -0.2987, 5.2184)  0.110
H (-18.6906, 6.9531, 5.5750)  0.065
H (-24.6750, 4.2383, -2.6366)  0.112
H (-23.0017, 6.0555, -3.0881)  0.111
H (-28.5534, 3.1132, -0.1748)  0.107
H (-18.9011, -4.9843, 8.3641)  0.072
O (-27.9153, 1.8827, 1.4265)  -0.084
H (-22.7432, 2.6635, -2.3864)  0.085
Cl (-21.9602, -7.5983, 0.1306)  0.504
H (-20.8131, -3.1832, 7.4047)  0.110
O (-19.4880, -4.2269, 8.4232)  -0.096
H (-26.2205, 7.2530, 4.9885)  0.063
H (-25.4774, -2.9330, 5.2622)  0.104
H (-30.2700, 1.7486, 1.1849)  0.118
C (-29.8470, 1.3652, 0.2564)  -0.250
C (-26.3046, -2.2240, 5.2269)  -0.246
C (-20.4360, 6.1285, 5.3939)  -0.191
H (-19.2692, -2.5662, 4.5281)  0.091
C (-15.6025, 2.7764, 0.1748)  -0.229
H (-15.4772, 2.1600, -1.9055)  0.110
H (-25.5274, -0.8130, 6.8507)  0.113
O (-16.8406, 0.9889, -1.0936)  -0.079
Cl (-29.2607, 7.9848, 5.1424)  0.522
H (-21.4005, 4.7214, 6.6476)  0.115
C (-28.3080, 6.6514, 4.4387)  -0.684
O (-19.0514, 6.3537, 4.9177)  -0.084
H (-21.1119, 5.8521, 4.5847)  0.119
H (-20.4439, -6.0075, 1.0535)  0.061
H (-26.3938, 5.5064, 4.5528)  0.074
C (-20.3844, 5.0569, 6.4398)  -0.306
C (-22.7682, 5.0563, -2.7205)  -0.233
H (-20.5070, -4.5049, 6.5255)  0.110
H (-26.9574, 1.8987, 1.3654)  0.084
H (-20.7898, 7.1130, 5.6999)  0.115
O (-26.6314, -2.0331, 3.8666)  -0.073
F (-21.3593, 1.3710, 0.3037)  0.050
H (-21.3222, -5.4988, -1.8231)  0.068
H (-19.9162, 4.1269, 6.1174)  0.127
O (-27.2984, -0.1356, 5.8783)  -0.082
O (-22.8246, 5.1556, -1.2986)  -0.077
C (-20.5680, -5.4988, -1.0362)  -0.668
H (-17.0635, 2.9172, -1.5520)  0.112
F (-20.6752, 0.9125, 2.3451)  0.092
H (-22.5981, 4.3051, -0.9153)  0.077
H (-17.8506, -3.6567, 6.6491)  0.109
H (-21.7322, 4.7962, -2.9377)  0.117
H (-14.6966, 1.1794, 0.7421)  0.085
H (-29.2811, -0.4354, 0.9118)  0.086
O (-18.9654, -3.3490, 4.9933)  -0.070
H (-20.1070, -4.5110, -1.0412)  0.076
C (-19.9486, -3.7847, 7.1235)  -0.222
C (-26.8906, 6.3945, 4.9434)  -0.605
H (-27.0936, -2.8106, 5.6976)  0.114
H (-18.6208, -2.0917, 6.7275)  0.120
H (-16.2408, 2.3754, 0.9621)  0.116
Cl (-19.3109, -6.6661, -1.3598)  0.544
H (-30.4064, 1.7015, -0.6166)  0.114
O (-29.6970, -0.0373, 0.1436)  -0.057
H (-24.0986, 4.2222, -4.2836)  0.113
B (-21.8260, 0.9390, 1.5625)  -1.328
H (-28.9757, 5.7964, 4.5446)  0.063
H (-27.4720, 0.0654, 4.9557)  0.068
C (-23.8028, 4.0225, -3.2537)  -0.273
C (-26.0152, -0.8272, 5.8761)  -0.189
H (-15.5025, 3.8618, 0.1818)  0.115
F (-22.3552, -0.3146, 1.3694)  0.109
F (-22.8248, 1.8251, 1.9611)  0.088

total charge = -1
Kohn-Sham gap = 9.77 eV

---

Entry 3:
Density functional theory data (wB97M-V/def2-TZVPD) for CH2HgINO2 as an isolated structure in a non-equilibrium geometry.

Last column: Löwdin charge in e.
Element x y z (Å)
H (2.3238, 0.5159, 0.2696)  0.166
I (-1.6836, 1.0387, 0.6816)  1.315
H (-1.0437, -1.3001, -0.1083)  0.093
C (0.7711, -0.5110, 0.3021)  -0.731
N (-0.5837, -0.3926, -0.2415)  -0.329
O (1.7341, 0.0916, -0.3752)  0.165
Hg (-2.5023, 1.6919, -1.7778)  1.091
O (0.9842, -1.1344, 1.2495)  0.230

total charge = +2
Kohn-Sham gap = 5.06 eV

---

Entry 4:
Density functional theory data (wB97M-V/def2-TZVPD) for C3H3FOS in the gas phase in a non-equilibrium geometry.

Last column: Löwdin charge in e.
Element x y z (Å)
H (0.8939, 0.8830, 0.9050)  0.064
S (0.0818, 0.8083, -1.2204)  0.963
F (-1.4438, -2.0937, 0.8905)  -0.035
C (-1.0799, -0.1702, -0.3667)  -0.408
H (-2.0366, 0.0454, -0.5106)  0.027
C (1.3034, 1.2624, -0.0162)  -0.587
O (2.2552, 1.8991, -0.3376)  0.002
H (0.5756, -1.4372, 0.3712)  0.148
C (-0.5496, -1.1972, 0.2850)  -0.173

total charge = 0
Kohn-Sham gap = 10.26 eV
SMILES string = O=CS/C=C/F
ΔE to the lowest compared entry with this formula, charge and spin = 24.75 kcal/mol

---

Entry 5:
Density functional theory data (wB97M-V/def2-TZVPD) for a 2-piece molecular cluster, C2H6N4O4 overall in a non-equilibrium geometry.

Last column: Löwdin charge in e.
Element x y z (Å)
H (-1.2778, -0.1405, 1.0744)  0.115
H (0.2717, -1.4139, -0.5961)  0.003
O (-2.7892, 3.8419, 1.0409)  0.141
H (0.2745, 0.9993, 1.2672)  0.165
O (-2.9923, 1.6338, 0.9746)  0.081
H (1.5082, -0.2364, -0.2792)  0.085
N (-0.8971, 0.8905, -0.4567)  -0.074
C (-0.2946, 0.1662, 0.6415)  -0.230
H (-1.5523, 0.2924, -1.0169)  0.173
N (-2.5694, 2.7221, 0.7724)  -0.267
H (0.9730, -1.3669, 1.0298)  0.101
N (-0.9525, 2.2158, -0.5114)  0.076
O (-1.8082, 2.0446, -2.5983)  0.062
O (-1.5281, 3.9584, -1.5981)  0.073
C (0.6980, -0.8631, 0.0706)  -0.049
N (-1.4726, 2.7550, -1.6713)  -0.454

total charge = 0
Kohn-Sham gap (spin up / spin down) = 8.02 / 8.04 eV
ΔE to the lowest compared entry with this formula, charge and spin = 79.70 kcal/mol

---

Entry 6:
Density functional theory data (wB97M-V/def2-TZVPD) for a 2-piece molecular cluster, C2H6OS overall in a non-equilibrium geometry.

Last column: Löwdin charge in e.
Element x y z (Å)
H (-0.5231, 0.1940, -2.9783)  0.049
H (-0.6664, 1.8816, -2.2343)  0.056
O (-0.2860, 0.8021, 0.3203)  -0.056
H (-0.0754, -0.8059, -0.8983)  0.104
H (0.4720, -0.2998, 2.6553)  -0.248
H (-0.8769, 0.2598, 0.8510)  0.074
S (0.6907, -1.5820, 2.8369)  0.511
C (-0.1359, 0.2863, -0.9348)  -0.285
H (1.9577, -1.5499, 2.4752)  -0.224
C (-0.5568, 0.8137, -2.0930)  0.020

total charge = 0
Kohn-Sham gap = 10.14 eV
SMILES string = C=CO.S
ΔE to the lowest compared entry with this formula, charge and spin = 22.58 kcal/mol

---

Number 1: DFT total energy -35360.7019 eV, M 306.3 u. Number 2: DFT total energy -103515.4831 eV, M 657.1 u. Number 3: DFT total energy -18906.8779 eV, M 387.5 u. Number 4: DFT total energy -18757.9674 eV, M 106.1 u. Number 5: DFT total energy -16312.0100 eV, M 150.1 u. Number 6: DFT total energy -15052.4524 eV, M 78.1 u.